Computed, not measured: a molecular structure, C5H13NO2 at a distorted geometry, with ωB97M-V with the def2-TZVPD basis set.

XYZ file:
```
21
Properties=species:S:1:pos:R:3:forces:R:3
C 1.08191 -0.39039 -0.93539 0.02 3.38 -0.63
C 2.07890 -1.80028 0.88434 -0.25 0.25 -0.32
C -0.12576 0.10518 -0.24247 -2.67 0.67 1.33
N -0.60344 -0.32110 1.07324 0.97 -0.72 -0.66
C -1.82850 0.03244 1.38916 -0.13 0.31 0.94
C -2.67596 1.01104 0.87176 0.98 -1.68 -0.39
O -1.11134 -0.27461 -2.74166 0.36 0.00 0.02
H 1.84978 0.41291 -0.83368 0.52 -0.79 1.03
H 0.94324 -0.52354 -2.02300 -0.58 -2.03 0.27
H 1.52820 -1.38690 1.71792 -0.04 0.00 0.04
H 1.44203 -1.39588 -0.02673 0.42 -0.52 -0.01
H 2.01142 -2.88066 0.79946 0.01 -0.01 -0.05
H 0.03563 1.19194 -0.14000 0.53 -0.03 -0.14
H -1.04209 -0.01927 -0.82689 0.70 -0.26 -1.00
H 3.07470 -1.38639 0.81580 0.01 0.11 -0.23
H -2.33774 1.53798 -0.01017 -0.53 0.38 0.06
H -2.22700 -0.51877 2.24844 0.12 0.10 -0.01
H -3.68912 0.80982 1.17061 -0.44 0.90 -0.13
H -1.28582 -0.39208 -3.67889 -0.07 0.01 -0.13
H 2.69760 2.34927 0.78253 0.05 0.10 -0.04
O 2.49186 1.50876 0.36770 0.02 -0.17 0.06
```
Positions in Å, forces in eV/Å.

## Properties
Multiplicity ... 2
Energy relative to the best compared isomer or geometry (same formula, charge and spin) ... 807.3 kJ/mol
E_HOMO (alpha / beta) ... -3.8 / -3.7 eV
Expectation value of S² ... 0.79
Net charge ... -1
Frontier orbital gap (alpha / beta) ... 5.660 / 5.472 eV
Total energy ... -403.23439 a.u.